# C26H22N4O4Zn

A molecular structure, C26H22N4O4Zn in a non-equilibrium geometry (ωB97M-V with the def2-TZVPD basis set, the Open Molecules 2025 dataset).

Structure (XYZ):
```
57
C26H22N4O4Zn, DFT ωB97M-V with the def2-TZVPD basis set
Zn 11.11 11.44 11.57
C 14.75 13.59 11.09
C 14.97 14.95 11.29
C 13.82 15.91 11.68
O 13.99 17.15 11.99
C 12.54 15.39 11.88
C 12.22 14.01 11.70
C 13.40 13.01 11.38
O 13.04 11.84 11.44
O 11.12 13.45 11.95
O 16.17 15.34 11.04
H 15.53 12.96 10.68
H 11.79 16.06 12.27
N 10.70 11.94 9.58
C 11.48 11.47 8.53
C 11.44 11.94 7.22
C 10.50 12.92 6.87
C 9.70 13.47 7.84
C 9.86 12.99 9.15
H 12.26 10.74 8.62
H 12.24 11.64 6.56
H 10.45 13.22 5.84
H 9.00 14.27 7.62
H 9.24 13.36 9.95
N 11.73 9.51 11.27
C 11.25 8.76 10.18
C 11.63 7.44 9.88
C 12.53 6.75 10.75
C 13.01 7.43 11.86
C 12.60 8.78 12.08
H 10.53 9.26 9.57
H 11.30 6.97 8.97
H 12.80 5.72 10.58
H 13.70 6.89 12.49
H 13.00 9.34 12.91
N 9.02 11.19 11.90
C 8.21 12.20 12.42
C 6.93 11.98 12.98
C 6.42 10.67 13.04
C 7.18 9.67 12.44
C 8.44 9.97 11.93
H 8.54 13.22 12.26
H 6.43 12.83 13.43
H 5.39 10.56 13.35
H 6.76 8.69 12.30
H 8.87 9.19 11.32
N 11.29 11.17 13.67
C 11.82 12.08 14.54
C 12.02 11.92 15.93
C 11.64 10.70 16.48
C 10.99 9.77 15.73
C 10.84 10.02 14.35
H 12.14 13.02 14.13
H 12.54 12.68 16.50
H 11.84 10.43 17.51
H 10.68 8.82 16.14
H 10.25 9.29 13.83
```

The calculation puts the LUMO energy at -0.7 eV. As for the energy: -89885.118 eV. The calculation puts the frontier orbital gap at 5.252 eV.

---

# C22H25CaINO

A molecular structure, C22H25CaINO in a non-equilibrium geometry (ωB97M-V with the def2-TZVPD basis set, the Open Molecules 2025 dataset).

Structure (XYZ):
```
51
C22H25CaINO, DFT ωB97M-V with the def2-TZVPD basis set
C 2.14 0.32 3.33
C 2.17 -0.45 2.16
C 1.92 0.38 1.05
H 2.50 -1.49 2.09
C 1.73 1.69 1.53
C 1.88 1.66 2.95
H 1.70 2.60 0.92
C -1.44 -2.40 3.41
C -0.14 -2.75 2.88
C -0.23 -2.70 1.48
H 0.75 -3.01 3.49
C -1.55 -2.30 1.10
C -2.31 -2.20 2.30
H 2.08 0.11 0.03
H 1.98 2.53 3.60
H 2.49 -0.01 4.30
H -3.37 -1.89 2.31
H 0.59 -2.93 0.80
H -1.72 -2.37 4.47
Ca -0.56 0.76 2.33
C -1.98 -1.52 -0.16
C -3.49 -1.45 -0.44
C -1.17 -1.96 -1.37
H -3.94 -2.45 -0.43
H -3.68 -1.03 -1.44
H -4.03 -0.81 0.26
H -1.34 -3.02 -1.57
H -0.08 -1.82 -1.20
H -1.46 -1.39 -2.27
C -1.56 -0.11 0.26
C -1.67 1.26 -0.43
H -0.45 -0.21 0.43
H -2.14 0.09 1.20
O -1.93 2.19 0.36
N -1.41 1.43 -1.81
C -0.41 2.48 -2.19
H -2.26 1.68 -2.31
C 0.90 1.79 -2.47
C 2.11 2.47 -2.30
H 2.09 3.48 -1.92
C 3.34 1.93 -2.71
H 4.27 2.53 -2.67
C 3.40 0.63 -3.25
H 4.34 0.21 -3.65
C 2.21 -0.11 -3.38
H 2.22 -1.12 -3.83
C 0.98 0.48 -2.99
H 0.04 -0.06 -3.16
H -0.30 3.19 -1.34
H -0.75 2.99 -3.14
I -2.45 2.65 3.39
```

Its relative energy (zero: lowest compared OMol25 entry of this formula, charge and spin) is 261.1 kJ/mol. Its charge is -1. The calculation puts the LUMO energy at 2.5 eV. As for the energy: -53298.568 eV. The calculation puts the frontier orbital gap at 6.257 eV.

---

# C20H56N5O6

6 unconnected molecules or ions with the total composition C20H56N5O6 in a non-equilibrium geometry (ωB97M-V with the def2-TZVPD basis set, the Open Molecules 2025 dataset).

Structure (XYZ):
```
87
C20H56N5O6, DFT ωB97M-V with the def2-TZVPD basis set
O 0.28 0.08 0.43
H 1.18 0.38 0.02
C 3.44 1.39 2.71
C 2.07 2.10 3.05
C 1.57 3.07 1.89
O 2.60 4.09 1.69
C 2.28 5.04 0.72
N 1.03 1.05 3.15
H 3.64 1.37 1.61
H 3.66 0.64 3.25
H 4.31 2.07 2.92
H 2.17 2.58 4.05
H 0.76 3.72 1.80
H 1.46 2.71 1.04
H 2.95 5.45 0.22
H 1.28 5.73 0.90
H 2.17 4.16 0.05
H 0.11 1.46 3.35
H 0.80 0.95 2.12
C 2.16 -2.93 1.64
C 0.82 -3.11 2.28
C 1.05 -3.63 3.73
O 1.81 -4.91 3.67
C 2.02 -5.48 5.00
N 0.07 -1.94 2.32
H 1.85 -2.14 0.91
H 2.72 -3.76 1.20
H 2.87 -2.48 2.34
H 0.17 -4.00 1.90
H 0.00 -3.89 4.01
H 1.46 -2.91 4.36
H 0.99 -5.66 5.42
H 2.42 -5.07 6.00
H 2.41 -6.54 5.09
H 0.21 -1.32 1.43
H 0.52 -1.33 3.03
C -3.74 2.83 1.79
C -2.71 2.14 0.83
C -2.35 3.05 -0.39
O -3.55 3.29 -1.11
C -3.38 4.16 -2.19
N -1.50 1.84 1.68
H -4.60 2.90 1.22
H -3.53 3.94 2.01
H -4.03 2.05 2.53
H -3.25 1.40 0.48
H -1.62 2.58 -1.09
H -1.84 3.79 -0.06
H -4.30 4.07 -2.74
H -2.41 3.78 -2.74
H -3.08 5.11 -2.06
H -1.11 2.75 1.34
H -0.86 1.15 1.11
C -3.58 -2.46 -1.96
C -2.38 -1.56 -1.72
C -2.61 -0.26 -2.51
O -2.72 -0.43 -3.97
C -3.17 0.69 -4.71
N -2.20 -1.25 -0.22
H -4.42 -2.03 -1.66
H -3.29 -3.26 -1.40
H -3.65 -3.00 -2.94
H -1.48 -1.99 -1.96
H -1.87 0.50 -2.03
H -3.78 0.22 -2.37
H -3.84 1.22 -4.14
H -3.28 0.49 -5.78
H -2.46 1.25 -4.69
H -1.96 -2.12 0.31
H -1.32 -0.68 -0.16
C 1.80 -0.43 -4.53
C 1.29 -0.67 -3.11
C 2.35 -1.33 -2.18
O 2.56 -2.65 -2.84
C 3.07 -3.72 -1.97
N 1.06 0.69 -2.52
H 1.88 -1.52 -4.98
H 2.79 0.02 -4.62
H 1.12 0.20 -5.12
H 0.49 -1.25 -3.14
H 1.75 -1.48 -1.30
H 3.27 -0.61 -2.10
H 3.33 -4.54 -2.44
H 2.46 -3.77 -1.08
H 4.09 -3.52 -1.37
H 0.28 0.92 -3.05
H 0.95 0.55 -1.63
```

Its relative energy (zero: lowest compared OMol25 entry of this formula, charge and spin) is 339.6 kJ/mol. Its charge is -1. The calculation puts the LUMO energy at 2.6 eV. As for the energy: -41369.314 eV. The calculation puts the frontier orbital gap at 8.028 eV.

---

- What is the formula in the second record?
  C22H25CaINO

---

- frontier orbital gap of number 1 (C26H22N4O4Zn)?
  5.252 eV